*P*
The following is a DFT calculation (ωB97M-V/def2-TZVPD) of a cluster of 3 separate species, C21H49ClO10P2Si in total.

Results
gap between HOMO and LUMO = 6.36 eV
molar mass = 587.10 Da
E_HOMO = -9.11 eV
charge = 0
SMILES = CCCCCCCCCC[Si@@H](CCCO)CC(=O)Cl.COP(=O)(OC)OC.COP(=O)(OC)OC

Each atom is followed by the atoms it is bonded to, with distances in Å.
Element x y z (Å)
1 C 2.5682 -2.2474 1.7695  H2 1.189, C35 1.641, H61 1.193, C69 1.628
2 H 1.5468 -2.8542 1.7295  C1 1.189
3 H 3.1028 -1.1029 6.1875  C27 1.175
4 H -0.7422 -1.1749 -0.1416  C29 1.193
5 P 3.9350 2.4887 -3.8645  O6 1.648, O9 1.533, O49 1.730, O71 1.730
6 O 2.3858 2.6823 -3.3377  P5 1.648, C14 1.410
7 H -0.6912 0.8935 3.3854  C18 1.175
8 H 1.2716 3.1387 -5.0141  C14 1.094
9 O 4.3789 1.0499 -3.5792  P5 1.533
10 H -5.5950 3.0840 -5.9567  C83 1.094
11 C 0.9161 -3.8230 4.4822  C22 1.670, Si24 1.924, H59 1.170, H80 1.178
12 H -2.5810 -0.8553 4.8066  C77 1.192
13 H -2.9938 -1.1836 -6.6395  C47 1.094
14 C 1.2621 2.4565 -4.1591  O6 1.410, H8 1.094, H39 1.093, H68 1.093
15 H -1.2424 -1.0195 -6.9129  C47 1.093
16 H 0.0568 -4.9129 2.0536  C64 1.191
17 C 1.4935 -2.1498 7.4778  C27 1.639, O37 1.336, Cl67 1.889
18 C -1.4446 0.5387 2.5561  H7 1.175, C48 1.656, H52 1.193, C60 1.671
19 H 6.4748 2.9860 -2.7166  C62 1.092
20 C -5.1329 0.7413 -3.1734  H23 1.093, H33 1.093, O51 1.416, H76 1.093
21 H 5.2011 1.2160 -6.1053  C31 1.093
22 C -0.6970 -4.0269 4.0994  C11 1.670, H25 1.190, H45 1.172, C64 1.639
23 H -5.4670 -0.1551 -3.7022  C20 1.093
24 Si 1.2883 -1.9349 4.4788  C11 1.924, C27 1.950, H28 1.481, C35 1.930
25 H -1.1017 -4.9028 4.7959  C22 1.190
26 H -4.4987 4.2430 -6.7194  C83 1.093
27 C 1.9370 -1.2467 6.1840  H3 1.175, C17 1.639, Si24 1.950, H56 1.174
28 H -0.0077 -1.2562 4.2498  Si24 1.481
29 C 0.0039 -0.7027 0.6611  H4 1.193, H30 1.163, C60 1.673, C73 1.611
30 H -0.0368 -1.3447 1.6301  C29 1.163
31 C 4.4630 1.9697 -6.3913  H21 1.093, O49 1.416, H50 1.093, H65 1.093
32 H 3.6210 -0.6529 0.5335  C69 1.194
33 H -4.3092 0.4899 -2.5004  C20 1.093
34 H -3.2904 0.1588 6.2449  C77 1.186
35 C 2.5588 -1.3549 3.1466  C1 1.641, Si24 1.930, H36 1.193, H75 1.177
36 H 3.6496 -1.4643 3.6173  C35 1.193
37 O 0.4090 -2.9230 7.5807  C17 1.336
38 H 5.9725 3.8922 -1.2683  C62 1.093
39 H 0.3604 2.6617 -3.5757  C14 1.093
40 O -2.4216 1.5236 -4.0667  P72 1.533
41 H -3.5801 1.0667 1.9111  C48 1.193
42 H -3.7955 2.2213 4.7622  C53 1.186
43 H 5.6212 4.5500 -2.8848  C62 1.094
44 H -1.8659 -1.1552 -5.2504  C47 1.092
45 H -1.3199 -3.0658 4.3475  C22 1.172
46 H 1.7385 0.6672 0.0485  C73 1.193
47 C -2.0671 -0.7552 -6.2464  H13 1.094, H15 1.093, H44 1.092, O54 1.413
48 C -2.8083 1.4618 2.7300  C18 1.656, H41 1.193, C53 1.666, H55 1.173
49 O 3.4114 2.0155 -5.4440  P5 1.730, C31 1.416
50 H 4.9411 2.9503 -6.4598  C31 1.093
51 O -4.7246 1.7237 -4.1081  C20 1.416, P72 1.730
52 H -1.7898 -0.5918 2.7145  C18 1.193
53 C -3.5849 1.2083 4.1819  H42 1.186, C48 1.666, H57 1.186, C77 1.661
54 O -2.1793 0.6521 -6.1924  C47 1.413, P72 1.730
55 H -2.6400 2.6030 2.5183  C48 1.173
56 H 1.4394 -0.1902 6.3072  C27 1.174
57 H -4.5906 0.6176 3.9694  C53 1.186
58 H 0.1042 1.6087 1.2007  C60 1.188
59 H 1.5252 -4.3335 3.6235  C11 1.170
60 C -0.7107 0.7540 1.0704  C18 1.671, C29 1.673, H58 1.188, H78 1.180
61 H 3.4102 -3.0851 1.8836  C1 1.193
62 C 5.7023 3.6322 -2.2947  H19 1.092, H38 1.093, H43 1.094, O71 1.413
63 H -1.5948 0.6663 5.3684  C77 1.191
64 C -0.9457 -4.5089 2.5527  H16 1.191, C22 1.639, O70 1.490, H84 1.193
65 H 4.0463 1.7071 -7.3666  C31 1.093
66 H 3.0088 -2.1053 -0.4961  C69 1.185
67 Cl 2.6162 -2.0359 8.9929  C17 1.889
68 H 1.2241 1.4152 -4.4908  C14 1.093
69 C 2.6911 -1.3886 0.3924  C1 1.628, H32 1.194, H66 1.185, C73 1.615
70 O -1.5972 -3.4739 1.7010  C64 1.490, H74 1.010
71 O 4.4586 2.9619 -2.2850  P5 1.730, C62 1.413
72 P -3.4520 1.1879 -5.1503  O40 1.533, O51 1.730, O54 1.730, O81 1.648
73 C 1.4315 -0.4814 -0.0526  C29 1.611, H46 1.193, C69 1.615, H82 1.196
74 H -0.9996 -3.3083 0.9039  O70 1.010
75 H 2.3668 -0.2135 2.9353  C35 1.177
76 H -5.9635 1.1391 -2.5856  C20 1.093
77 C -2.7029 0.2567 5.2192  H12 1.192, H34 1.186, C53 1.661, H63 1.191
78 H -1.4999 1.1020 0.2645  C60 1.180
79 H -4.4061 4.0073 -4.9664  C83 1.093
80 H 1.1326 -4.3486 5.5144  C11 1.178
81 O -3.6262 2.4924 -6.1417  P72 1.648, C83 1.410
82 H 1.2762 -0.6402 -1.2274  C73 1.196
83 C -4.5850 3.5024 -5.9197  H10 1.094, H26 1.093, H79 1.093, O81 1.410
84 H -1.7195 -5.4149 2.6038  C64 1.193

***

*Q*
The following is a DFT calculation (ωB97M-V/def2-TZVPD) of a cluster of 3 separate species, C21H49ClO10P2Si in total.

Results
gap between HOMO and LUMO = 9.23 eV
molar mass = 587.10 Da
E_HOMO = -9.49 eV
charge = 0
SMILES = CCCCCCCCCC[Si@@H](CCCO)CC(=O)Cl.COP(=O)(OC)OC.COP(=O)(OC)OC

Each atom is followed by the atoms it is bonded to, with distances in Å.
Element x y z (Å)
1 H -3.5002 1.1679 -4.0832  C57 1.089
2 H 1.7319 -0.2239 0.3051  C28 1.088
3 H 2.4206 -6.1747 4.6159  C32 1.091
4 H 3.1813 -1.0528 -3.5128  C30 1.088
5 H -5.1385 0.6928 -4.4337  C57 1.087
6 H 1.9812 0.1343 -3.1466  C30 1.095
7 H 1.4310 3.9406 4.0670  C79 1.092
8 C -2.2640 0.1038 -1.7808  H24 1.089, C26 1.528, C43 1.535, H74 1.088
9 H 1.0953 0.2768 -6.9769  C52 1.084
10 H -5.6234 0.1989 -2.1431  C77 1.088
11 O -0.9579 1.8054 4.4853  P36 1.481
12 H -3.1747 3.6307 7.3367  C81 1.087
13 C 2.3909 -1.1641 -1.4968  C28 1.548, H29 1.091, C30 1.521, H40 1.089
14 H 5.3643 -3.3437 5.2924  C66 1.090
15 Si 0.1358 -0.9106 -4.9840  H41 1.477, C52 1.887, C70 1.916, C82 1.881
16 C 0.3956 1.8349 -5.6534  C52 1.558, C62 1.527, H67 1.089, H72 1.087
17 H 0.1523 0.4018 -2.1538  C83 1.086
18 H -3.3041 1.8966 6.9307  C81 1.090
19 H 1.8677 -0.5673 4.3189  C47 1.089
20 H 0.9215 5.2130 5.2137  C79 1.091
21 O 0.3777 2.8327 -3.4185  C62 1.430, H73 0.959
22 O -2.4554 3.6762 5.0681  P36 1.632, C39 1.442
23 H 0.0425 -3.1652 -6.1367  C70 1.086
24 H -2.3638 -0.8158 -2.3546  C8 1.089
25 H -1.9155 5.2878 3.8357  C39 1.090
26 C -3.6466 0.4691 -1.2431  C8 1.528, H27 1.092, H61 1.089, C77 1.554
27 H -3.5111 1.4027 -0.6934  C26 1.092
28 C 1.2576 -0.6972 -0.5520  H2 1.088, C13 1.548, H71 1.088, C83 1.536
29 H 2.4955 -2.2424 -1.3654  C13 1.091
30 C 2.2369 -0.9189 -2.9897  H4 1.088, H6 1.095, C13 1.521, C82 1.546
31 H -2.4682 3.8172 2.9881  C39 1.090
32 C 2.6422 -5.9772 3.5656  H3 1.091, H33 1.086, O56 1.438, H75 1.093
33 H 2.1146 -6.7061 2.9576  C32 1.086
34 H 0.3328 1.2358 -0.6076  C83 1.091
35 O 0.5436 3.2416 5.8276  P36 1.629, C79 1.441
36 P -0.9971 3.0030 5.3553  O11 1.481, O22 1.632, O35 1.629, O53 1.610
37 H 0.4882 -2.2402 -2.9460  C82 1.091
38 O 1.4661 -2.5506 3.8265  C47 1.430, P76 1.588
39 C -2.6141 4.4516 3.8629  O22 1.442, H25 1.090, H31 1.090, H59 1.086
40 H 3.3424 -0.7513 -1.1651  C13 1.089
41 H -1.0383 -0.2789 -4.3493  Si15 1.477
42 O 3.3812 -2.7168 5.2973  C66 1.437, P76 1.634
43 C -1.2552 -0.1445 -0.6506  C8 1.535, H55 1.088, C83 1.552, H84 1.089
44 H 1.1931 -1.5643 5.6422  C47 1.087
45 O 3.8781 -2.9471 2.9449  P76 1.484
46 H -4.9472 1.8458 -2.2712  C77 1.087
47 C 1.1734 -1.3666 4.5733  H19 1.089, O38 1.430, H44 1.087, H49 1.087
48 Cl -0.8018 -3.1490 -8.7296  C58 1.805
49 H 0.1690 -1.0531 4.3018  C47 1.087
50 H 4.6972 -2.8288 6.8577  C66 1.087
51 H -1.5466 -2.5580 -5.6953  C70 1.092
52 C 1.0613 0.4498 -5.9071  H9 1.084, Si15 1.887, C16 1.558, H80 1.089
53 O -1.3789 2.6798 6.8860  P36 1.610, C81 1.423
54 H 4.2458 -4.4046 6.1923  C66 1.090
55 H -1.5673 0.4101 0.2324  C43 1.088
56 O 2.1828 -4.6736 3.1700  C32 1.438, P76 1.632
57 C -4.3018 0.5022 -3.7657  H1 1.089, H5 1.087, H69 1.087, C77 1.533
58 C -0.8470 -1.8236 -7.5053  Cl48 1.805, C70 1.481, O78 1.179
59 H -3.6274 4.8430 3.8602  C39 1.086
60 H -2.6015 2.4080 8.4759  C81 1.088
61 H -4.0142 -0.2662 -0.5294  C26 1.089
62 C 1.1219 2.7085 -4.6329  C16 1.527, O21 1.430, H63 1.090, H64 1.090
63 H 2.1312 2.3434 -4.4453  C62 1.090
64 H 1.2101 3.7126 -5.0484  C62 1.090
65 H 1.6836 -2.6077 -4.1825  C82 1.092
66 C 4.4875 -3.3717 5.9402  H14 1.090, O42 1.437, H50 1.087, H54 1.090
67 H 0.4105 2.3698 -6.6014  C16 1.089
68 H 2.3303 4.2070 5.5730  C79 1.086
69 H -3.9272 -0.5097 -3.8966  C57 1.087
70 C -0.5810 -2.2765 -6.1202  Si15 1.916, H23 1.086, H51 1.092, C58 1.481
71 H 0.7686 -1.5748 -0.1355  C28 1.088
72 H -0.6455 1.7292 -5.3603  C16 1.087
73 H 0.9155 2.5213 -2.6877  O21 0.959
74 H -1.9361 0.9233 -2.4161  C8 1.088
75 H 3.7161 -6.0741 3.3887  C32 1.093
76 P 2.8262 -3.3664 3.9045  O38 1.588, O42 1.634, O45 1.484, O56 1.632
77 C -4.7231 0.7829 -2.3191  H10 1.088, C26 1.554, H46 1.087, C57 1.533
78 O -1.1018 -0.7308 -7.8680  C58 1.179
79 C 1.3429 4.2108 5.1217  H7 1.092, H20 1.091, O35 1.441, H68 1.086
80 H 2.0727 0.5057 -5.5059  C52 1.089
81 C -2.6974 2.6577 7.4214  H12 1.087, H18 1.090, O53 1.423, H60 1.088
82 C 1.1623 -1.7923 -3.6775  Si15 1.881, C30 1.546, H37 1.091, H65 1.092
83 C 0.1798 0.2632 -1.0775  H17 1.086, C28 1.536, H34 1.091, C43 1.552
84 H -1.2770 -1.2085 -0.4211  C43 1.089

***

Which one sits at the bottom of the stability order? *P* does.